Record 1
33
Properties=species:S:1:pos:R:3 method="wB97M-V/def2-TZVPD" orbital_gap_ev=8.656 largest_force_ev_per_a=5.706 e_above_lowest_ev=5.408
O 1.1641 0.8351 -2.8408
O -0.4906 -2.5173 2.3558
O 3.2008 0.5232 -1.9165
O 0.2097 -0.4432 3.1042
N 0.2095 -2.2706 1.1181
N 0.6208 -0.1403 -1.8955
C -0.6236 -1.9775 -0.1245
C -1.8532 1.4981 1.0802
C -0.1532 0.4760 -0.9199
C -0.9258 -0.4396 -0.1276
C 0.9152 -1.5377 -2.1104
C 0.2301 -2.4413 -1.2109
C -1.7812 -1.2681 3.9784
C 2.4058 1.1921 -2.5530
C 2.9425 2.5489 -3.2028
C -1.1776 2.3731 0.2924
C -1.8470 0.1181 0.7908
C -0.6091 -1.2950 3.0527
C -0.2875 1.8686 -0.6295
H -2.6637 -0.3737 1.3850
H -1.6107 -2.5355 -0.0172
H 0.2674 -3.4929 -1.4657
H 0.8194 -1.4790 1.2315
H -2.5877 -1.9986 3.6491
H 3.6834 2.3533 -3.9784
H 1.4705 -1.8173 -3.0353
H -2.5284 1.9194 1.8249
H -1.4160 -1.5563 4.9684
H -2.1223 -0.2866 4.0226
H 2.2623 3.1694 -3.5451
H -1.3184 3.4076 0.3123
H 0.1336 2.6073 -1.2204
H 3.4609 2.9804 -2.3728

---

Record 2
128
Properties=species:S:1:pos:R:3 method="wB97M-V/def2-TZVPD" orbital_gap_ev=8.406 largest_force_ev_per_a=5.124
I 2.2100 0.1497 2.2416
I 0.4887 2.3238 -2.0933
P -1.1540 0.6354 0.7121
F -2.6428 0.1055 3.0916
O -2.7173 2.6338 -0.8737
N -0.5904 0.8021 -5.9765
N 3.3960 -1.7881 5.0868
N 5.4614 -3.0742 -0.8789
N 0.1332 -7.5684 7.4668
N -3.1533 9.4679 -3.5238
N -5.6029 4.2683 -3.2551
N 1.9026 -3.9616 -4.2135
C 3.0850 1.7468 -0.3781
C 1.7928 1.1643 0.3823
C -3.2934 9.7283 -2.4124
C -2.4341 -8.0174 7.6795
C 3.4991 -5.2416 -2.5855
C -2.7274 0.0232 1.6268
C 6.2911 -2.7923 -0.1338
C 0.7249 -4.5440 5.3590
C 1.4464 -4.4848 4.0184
C 0.0739 -0.0848 -6.2846
C -5.1360 11.9563 -1.3580
C 4.8681 -6.4086 -4.3902
C -0.1364 -2.0463 -1.9647
C 5.8280 -1.2900 2.5136
C -3.3473 -0.9756 -1.8205
C -3.6451 5.9313 -2.7611
C -2.7048 6.1018 -3.9553
C -4.1212 0.6812 1.2395
C 2.3727 -1.0358 -6.2291
C -3.2740 -6.8729 7.1093
C 0.3529 -1.4150 -0.7920
C -4.8662 10.6101 -0.6973
C -0.8157 1.9014 2.0685
C -1.9406 4.8299 -4.2977
C -2.5465 0.3697 -2.1364
C -1.3341 3.9924 3.4437
C 6.8452 -2.3962 2.2600
C -3.4693 10.0628 -0.9963
C -1.9724 3.0097 2.3189
C -3.1302 -5.5753 7.8951
C 2.9409 -4.1882 4.1531
C 3.1960 -2.8436 4.6764
C 3.0757 0.1202 -6.9305
C -0.9955 -7.7658 7.5586
C 2.6042 -4.5248 -3.4978
C 0.9211 -1.2159 -6.6751
C 4.8850 -5.4694 -3.1900
C 0.4796 1.2838 -0.1525
C -0.5791 -1.1504 0.5005
C 7.3489 -2.4318 0.8156
C -4.7432 5.0018 -3.0401
B -2.1737 1.2823 -0.8360
H -0.9744 -2.8003 -1.9615
H -4.4423 -0.8229 -2.0986
H -3.7903 -4.8099 7.4810
H -4.0669 6.9070 -2.5019
H -3.2643 6.4348 -4.8340
H 3.2563 1.1822 -1.3582
H -4.3935 12.6986 -1.0538
H 0.0583 2.6104 1.8465
H -5.6288 9.8926 -1.0144
H -1.3651 4.4772 -3.4386
H 3.0516 -6.1985 -2.3024
H 7.7010 -2.2400 2.9234
H 0.5228 -2.1283 -6.2209
H 2.4191 -0.8838 -5.1467
H 5.5332 -5.8992 -2.4207
H 3.4099 -4.2777 3.1683
H -3.0823 5.5875 -1.8880
H -2.9926 -1.8443 -2.4738
H -3.3067 9.1610 -0.3986
H 2.6106 1.0785 -6.6866
H -1.9840 6.8896 -3.7200
H 2.9193 -1.9583 -6.4448
H -2.7096 10.7866 -0.6888
H 6.2419 -0.3100 2.2613
H 5.8860 -6.5802 -4.7476
H -4.6386 0.1925 0.3410
H 0.7509 -3.5784 5.8702
H -2.6146 4.0295 -4.6126
H 6.4049 -3.3612 2.5294
H -2.6773 -8.9378 7.1408
H 1.3271 -5.4495 3.5162
H 4.4353 -7.3769 -4.1252
H -2.9493 -1.0969 1.5024
H -1.9971 4.9020 3.5887
H -3.3979 -5.7204 8.9448
H 7.7778 -1.4634 0.5443
H -1.2440 5.0188 -5.1177
H -3.3179 -1.3222 -0.7461
H -4.8176 0.3820 2.1082
H 5.5441 -1.2755 3.5676
H -1.4117 -1.9054 0.2696
H -2.6944 -8.1870 8.7278
H -4.3259 -7.1733 7.1230
H 1.4587 -1.1918 -0.8137
H 0.9678 -3.7333 3.3828
H 3.6061 -4.6578 -1.6663
H 4.9188 -1.4406 1.9272
H -0.4850 1.4154 3.0521
H -0.1024 -1.5725 1.4543
H 1.1755 -5.2933 6.0145
H 3.4146 -4.9337 4.7976
H -4.9693 10.7269 0.3856
H 4.0040 1.5898 0.2659
H 5.3298 -4.5146 -3.4842
H -3.6317 2.5416 -1.2242
H 8.1554 -3.1671 0.7393
H -3.2268 0.9807 -2.8322
H 0.3493 -1.6760 -2.9280
H 0.8763 -1.3565 -7.7587
H -3.0074 -6.6934 6.0635
H 2.9622 2.8571 -0.5517
H -0.3234 -4.8127 5.2097
H -4.1746 1.8061 1.2323
H -2.1080 -5.1917 7.8503
H 4.1213 0.1696 -6.6178
H -1.5962 0.2094 -2.7553
H -6.1219 12.3264 -1.0682
H -0.3367 4.3601 3.0242
H -2.1496 3.6722 1.4241
H -2.8983 2.5859 2.8022
H -1.0892 3.4471 4.4049
H -5.1179 11.8778 -2.4476
H 3.0532 -0.0071 -8.0161
H 4.2917 -5.9891 -5.2184

---

Record 3
102
Properties=species:S:1:pos:R:3 method="wB97M-V/def2-TZVPD" orbital_gap_ev=8.837 largest_force_ev_per_a=3.555 e_above_lowest_ev=0.000
O -2.3759 -0.2594 2.4761
O 1.7325 2.3362 -6.0162
O -0.5237 5.2350 -1.1969
O -0.9067 4.4569 1.4364
O 2.4374 5.0288 -1.7818
O 0.4605 0.9940 -1.4348
O 3.2120 0.6750 -1.8220
O 0.7939 -5.6335 -3.1473
N -1.4062 0.2135 3.3897
N -0.1505 2.7513 -4.8160
N 2.6773 5.0799 -4.0803
N 1.0176 2.6938 -0.0381
N 1.6653 1.7059 -3.8672
N -0.1273 -4.6889 -2.6002
N 3.9041 3.5981 -2.7312
N -0.9737 1.7156 0.2131
C 4.1428 -0.2749 -1.6161
C 0.8386 -0.0147 4.4553
C -2.1136 -4.6492 -1.2356
C -0.6204 -2.7315 -1.3386
C -0.4635 6.1650 -2.2282
C 1.0899 -2.5913 -3.0995
C 2.9456 4.5558 -2.8325
C -1.0575 -5.5607 -1.8699
C -3.0183 1.9712 4.1360
C 0.1675 0.5366 5.7042
C -1.5142 -3.5264 -0.3734
C -0.9436 1.4602 5.3316
C -2.8861 -0.0287 5.4445
C -2.1119 0.8366 4.5546
C -0.4725 -6.4555 -0.7657
C 1.7194 -3.8175 -0.9873
C -0.2553 -0.7076 3.5615
C -0.5721 -2.0689 3.9875
C -1.6619 -6.4420 -2.9640
C 1.1417 2.2978 -4.9491
C 0.5473 -3.4701 -1.9876
C 0.1901 1.7421 -0.4736
C 0.3244 -0.6716 2.1550
C -2.1013 4.8050 1.9931
H 2.6460 1.5540 -3.9204
H 2.6819 4.3686 -4.8033
H 4.4056 3.3241 -3.5950
H 4.4334 -0.2653 -0.5439
H -0.8409 -3.9103 0.3627
H 0.5057 -6.8194 -1.0974
H 3.7855 -1.2565 -1.9773
H -0.2688 -0.3444 6.2271
H -3.2886 2.4808 5.0637
H -2.8388 3.9945 1.8250
H -1.0856 -7.3659 -0.6984
H -0.9637 1.9816 1.1750
H 1.1943 -1.3394 2.0038
H -0.6410 2.7226 -5.6846
H 2.0911 -2.8706 -0.5744
H 1.4719 -4.4937 -0.1654
H -1.4445 1.8137 6.2850
H -0.4154 -0.8302 1.3699
H -2.5450 5.6413 1.5411
H -1.8949 5.0578 3.0530
H 1.1959 1.6478 -2.9991
H 5.0735 0.0178 -2.1585
H -2.5587 -6.9303 -2.5740
H -0.2104 5.7307 -3.1603
H 0.6382 3.4404 0.5503
H -0.4849 2.2797 4.7594
H 2.3588 0.4190 -1.4713
H -0.4754 -2.1265 5.0513
H -1.0285 -7.3029 -3.2181
H 1.6705 -0.6976 4.6959
H 1.0825 -1.5803 -2.7131
H -2.7738 -5.2530 -0.5830
H 1.7833 2.9873 -0.5976
H -0.2429 -1.8938 -0.8109
H 0.3570 4.8314 -1.2003
H -1.5059 -2.4423 3.5438
H 1.8812 5.6814 -4.0537
H -2.7185 -4.2659 -2.0100
H -2.3056 -2.8200 -0.0280
H 3.7175 2.8248 -2.1210
H 2.1132 -2.8270 -3.3738
H -0.6675 2.4818 -4.0196
H 1.3890 0.7354 3.8845
H 0.2182 6.9700 -1.9971
H -3.3808 0.6586 6.2153
H -1.3953 6.7171 -2.2908
H 0.2364 -2.7268 3.6489
H -1.5072 0.8424 0.0850
H 0.6929 0.3470 2.0035
H 0.8179 -5.3693 -4.0892
H -1.1840 -2.2746 -2.1798
H -3.7749 -0.5646 5.0182
H -2.8772 -1.0307 2.8482
H 2.5513 -4.3071 -1.5681
H -2.2667 -0.7151 6.0637
H -0.8319 4.9768 0.6200
H 0.5256 -2.6479 -4.0062
H -3.9656 1.6264 3.6812
H 0.8197 1.0382 6.4445
H -1.8121 -5.8693 -3.8761
H -0.3373 -5.9513 0.1478
H -2.5576 2.6373 3.4064

---

Record 4
13
Properties=species:S:1:pos:R:3 method="wB97M-V/def2-TZVPD" orbital_gap_ev=9.578 largest_force_ev_per_a=4.693 e_above_lowest_ev=2.137
S 2.7267 0.9917 0.4609
O 3.7660 0.9594 1.4675
O 2.0405 2.1394 0.0692
N -1.4704 -0.6446 -1.3517
N -0.9139 0.0461 0.7171
N -0.5057 -0.3108 -0.5435
N 2.4405 -0.2674 -0.2327
C -2.2335 -0.1224 0.6425
C -2.5918 -0.5742 -0.6382
H -3.7282 -0.8695 -0.9272
H -2.8932 -0.0506 1.5868
H 2.8901 -1.1172 -0.3671
H 0.4729 -0.1797 -0.8837

---

Record 5
20
Properties=species:S:1:pos:R:3 method="wB97M-V/def2-TZVPD" orbital_gap_ev=9.957 largest_force_ev_per_a=2.338 e_above_lowest_ev=1.974
O 4.1300 -0.4223 -0.0309
N 0.2847 0.2271 -0.7376
C -1.8941 1.1002 0.0887
C -0.9938 -0.0943 -0.1256
C 1.0518 1.1650 0.2220
C -1.5982 -1.3511 -0.6230
C -1.0489 -1.3211 0.7715
H -1.7057 -1.2682 1.6405
H -2.6458 -1.4286 -0.7350
H -1.0148 -1.9122 -1.3351
H 0.4895 2.0937 0.3095
H -1.7564 1.7296 -0.7745
H -1.6383 1.6834 0.9923
H 0.0292 0.8550 -1.5039
H 3.7607 -0.9565 0.6527
H 2.0086 1.3472 -0.2857
H -2.9587 0.8324 0.1231
H 1.1446 0.6747 1.1859
H 4.5169 -1.0239 -0.7229
H -0.1612 -1.9301 0.8880